DFT (ωB97M-V with the def2-TZVPD basis set) results for a 40-piece molecular cluster, H80O40 overall in a non-equilibrium geometry.

Each line ends with the Löwdin charge.
CARTESIAN COORDINATES (ANGSTROEM)
H (-1.374, 5.127, -0.824)  0.069
H (-0.929, 6.326, -0.388)  0.074
O (-0.452, 5.580, -0.847)  -0.093
H (-5.837, 1.180, -0.612)  0.020
H (-5.477, 1.632, 0.725)  0.045
O (-6.273, 1.699, 0.122)  -0.093
H (4.274, -1.204, -3.288)  0.026
H (5.040, -0.907, -4.509)  0.015
O (4.264, -0.622, -4.071)  -0.049
H (-2.581, -1.409, -1.335)  -0.036
H (-1.096, -1.430, -1.492)  0.009
O (-1.897, -1.943, -1.690)  -0.039
H (-0.328, 4.016, 0.202)  0.028
H (-0.454, 4.191, 1.657)  0.003
O (-0.283, 3.488, 1.033)  -0.056
H (4.653, 0.358, 2.488)  0.018
O (4.958, -0.241, 1.799)  -0.027
H (0.053, -2.485, 1.629)  -0.010
O (0.156, -1.599, 1.971)  -0.101
H (3.961, 0.998, -0.987)  0.011
H (5.163, 1.801, -0.886)  0.025
O (4.905, 0.943, -1.272)  -0.079
H (3.903, -5.426, 0.937)  0.046
H (2.978, -4.130, 1.129)  0.065
O (3.572, -4.647, 0.533)  -0.033
H (2.647, 2.115, 4.792)  0.027
H (3.937, 1.509, 5.357)  0.051
O (3.610, 2.135, 4.692)  -0.065
H (-2.685, -0.879, 2.580)  -0.031
H (-3.954, -0.880, 2.454)  0.097
O (-3.230, -1.530, 2.224)  -0.068
H (2.748, 4.790, 3.314)  0.044
O (2.155, 5.346, 2.784)  -0.036
H (-3.526, 0.310, -3.044)  0.083
H (-4.853, 0.249, -2.053)  -0.016
O (-4.089, 0.699, -2.336)  -0.036
H (2.933, -4.145, -3.508)  0.102
H (2.156, -2.964, -3.475)  -0.036
O (2.971, -3.246, -3.044)  -0.089
H (2.611, 1.500, 1.018)  0.067
H (1.431, 2.351, 0.317)  0.010
O (1.708, 1.532, 0.689)  -0.037
H (0.632, -2.207, -4.578)  0.091
H (-0.297, -2.886, -3.587)  0.064
O (0.611, -2.547, -3.654)  -0.073
H (-0.600, -0.819, 4.088)  -0.004
H (-1.687, -1.896, 3.789)  -0.004
O (-1.505, -1.063, 4.197)  -0.029
H (-5.083, -2.266, -1.981)  0.073
H (-6.109, -2.959, -1.147)  0.083
O (-5.917, -2.024, -1.466)  -0.091
H (3.038, 3.895, -0.221)  0.056
O (3.324, 3.279, -0.914)  -0.042
H (-5.209, -2.733, 2.388)  0.034
H (-4.773, -4.219, 2.608)  0.097
O (-4.928, -3.515, 1.919)  -0.066
H (-5.006, -0.746, 0.323)  0.020
O (-4.289, -0.177, 0.146)  -0.038
H (1.379, 4.844, -2.437)  -0.016
H (0.463, 5.591, -3.474)  0.028
O (1.319, 5.285, -3.249)  -0.015
H (1.714, -0.222, -3.372)  0.036
H (1.289, 0.415, -4.622)  0.078
O (0.945, 0.265, -3.698)  -0.082
H (1.428, -4.622, 0.342)  0.021
H (0.018, -4.251, 0.172)  0.024
O (0.773, -4.041, 0.721)  -0.042
H (-2.168, 1.702, 3.596)  0.085
H (-2.008, 2.744, 2.436)  -0.034
O (-2.333, 2.690, 3.318)  -0.081
H (1.960, 3.110, -4.878)  0.070
H (1.527, 4.428, -5.277)  0.008
O (1.475, 3.533, -5.662)  -0.101
H (4.250, -3.315, -1.669)  -0.049
H (4.524, -3.062, -0.257)  -0.016
O (4.971, -3.192, -1.078)  -0.052
H (-0.802, -6.157, 1.716)  -0.006
H (-1.763, -6.095, 0.503)  0.100
O (-0.813, -6.409, 0.815)  -0.092
H (-2.942, 3.395, -1.604)  -0.010
H (-4.093, 3.133, -0.521)  0.032
O (-3.339, 3.668, -0.802)  -0.018
H (0.081, 1.498, 1.193)  0.042
H (-1.216, 0.590, 1.645)  0.055
O (-0.367, 0.971, 1.960)  -0.117
H (-1.933, 4.990, 2.446)  0.030
H (-1.463, 6.579, 2.032)  0.035
O (-1.743, 5.716, 1.873)  0.001
H (-0.355, 0.108, -5.001)  0.037
O (-1.027, 0.824, -5.283)  -0.085
H (-1.968, -3.702, 2.452)  0.003
H (-3.129, -3.567, 1.470)  -0.002
O (-2.240, -3.942, 1.572)  -0.050
H (3.945, 3.760, -1.461)  0.058
H (4.254, -0.636, 1.310)  0.002
H (-3.730, -0.486, -0.542)  -0.010
H (-0.032, -0.771, 1.387)  0.077
H (1.411, 4.875, 2.460)  -0.021
H (-0.746, 1.151, -6.126)  0.019
O (1.220, 0.263, 6.538)  -0.058
H (1.256, -0.690, 6.598)  0.031
H (0.587, 0.452, 5.846)  0.008
O (1.984, -0.957, -0.585)  -0.041
H (1.457, -1.508, -0.011)  -0.004
H (1.687, -1.512, -1.357)  0.056
O (1.805, -0.247, 3.967)  -0.072
H (1.151, -0.336, 3.224)  0.013
H (2.513, 0.160, 3.444)  0.016
O (-0.375, 2.934, -2.690)  -0.010
H (-1.288, 2.732, -2.518)  0.025
H (-0.314, 3.366, -3.523)  0.024
O (-0.472, 0.367, -1.322)  -0.031
H (-0.367, 1.084, -1.936)  -0.003
H (0.229, 0.482, -0.685)  0.000
O (-0.130, -3.554, 3.918)  -0.020
H (0.796, -3.625, 4.140)  0.060
H (-0.279, -3.176, 3.066)  -0.044
O (0.411, -4.956, -2.819)  -0.057
H (-0.249, -4.806, -2.111)  0.046
H (1.194, -5.181, -2.285)  0.047

Summary:
**E_tot**: -83194.875 eV
**LUMO energy**: -0.49 eV
**Energy above the lowest of the compared OMol25 structures with the same formula, charge and spin**: 252.3 kcal per mole
**HOMO-LUMO gap**: 0.3498 hartree
**HOMO energy**: -10.003 eV


DFT (ωB97M-V with the def2-TZVPD basis set) results for a 40-piece molecular cluster, H80O40 overall in a non-equilibrium geometry.

Each line ends with the Löwdin charge.
CARTESIAN COORDINATES (ANGSTROEM)
H (0.305, -2.206, 5.534)  0.020
H (1.289, -2.097, 4.251)  0.012
O (1.189, -2.361, 5.215)  -0.077
H (1.463, 3.476, 2.461)  0.015
H (0.876, 2.847, 1.141)  -0.015
O (1.088, 3.663, 1.605)  -0.052
H (2.941, -4.269, 3.408)  0.039
H (3.222, -3.473, 2.084)  0.037
O (2.842, -3.441, 2.970)  -0.034
H (-4.895, -1.234, 4.816)  0.040
H (-3.653, -1.641, 3.819)  0.001
O (-3.961, -1.337, 4.682)  -0.043
H (-2.480, -1.281, -3.171)  0.039
H (-1.148, -0.661, -3.613)  0.020
O (-1.557, -1.217, -2.891)  -0.078
H (2.379, 1.029, -1.355)  0.031
O (2.643, 0.070, -1.224)  -0.110
H (4.457, 0.626, -4.977)  -0.047
O (4.310, -0.219, -5.251)  0.000
H (-5.792, 2.269, 0.243)  0.018
H (-6.138, 0.751, 0.311)  0.022
O (-5.991, 1.545, 0.833)  -0.057
H (-0.270, -3.340, -4.340)  -0.001
H (1.072, -3.394, -5.121)  0.037
O (0.158, -3.131, -5.191)  -0.059
H (-1.904, -5.339, 1.582)  0.010
H (-0.822, -5.577, 0.513)  0.024
O (-1.711, -5.267, 0.647)  -0.059
H (1.807, 3.012, -0.321)  0.045
H (1.576, 3.097, -1.780)  0.069
O (2.200, 2.718, -1.152)  -0.034
H (-1.203, 1.253, -4.405)  0.033
O (-1.038, 0.450, -4.918)  -0.107
H (-0.754, 0.855, 5.195)  0.012
H (-2.105, 0.266, 5.563)  0.014
O (-1.229, 0.460, 5.940)  -0.064
H (0.506, -1.859, 1.901)  0.038
H (0.538, -3.109, 0.877)  0.055
O (0.023, -2.406, 1.280)  -0.042
H (-1.074, -5.023, 3.704)  0.062
H (0.036, -4.071, 3.450)  0.028
O (-0.574, -4.655, 2.958)  -0.070
H (-3.326, -3.119, 3.438)  0.028
H (-3.686, -2.952, 2.032)  -0.029
O (-4.063, -3.347, 2.859)  -0.095
H (-0.117, -1.620, -0.455)  0.036
H (-0.634, -0.528, -1.366)  0.039
O (0.096, -0.710, -0.746)  -0.078
H (-2.924, 1.971, -1.548)  0.020
H (-3.965, 1.153, -2.052)  0.030
O (-3.847, 2.091, -1.830)  -0.057
H (5.311, 2.422, -2.820)  -0.008
O (5.459, 1.678, -3.396)  -0.039
H (2.999, -4.848, -2.145)  0.033
H (1.794, -5.834, -2.116)  0.050
O (2.131, -5.004, -1.769)  -0.052
H (-0.096, -4.157, -1.976)  0.030
O (-0.620, -4.163, -2.791)  -0.049
H (0.581, -1.225, -5.647)  0.040
H (1.881, -0.249, -5.856)  0.061
O (1.198, -0.582, -5.273)  -0.042
H (-0.132, 3.942, -1.578)  0.008
H (-1.006, 3.432, -2.563)  0.014
O (-0.588, 3.101, -1.752)  -0.063
H (-0.341, 5.816, -3.752)  0.067
H (-1.339, 5.574, -2.673)  0.046
O (-0.970, 5.147, -3.452)  -0.046
H (5.503, 1.482, 2.890)  0.043
H (4.331, 1.079, 1.994)  -0.004
O (4.711, 0.951, 2.878)  -0.059
H (-4.352, -4.245, 1.177)  0.041
H (-4.581, -3.217, 0.195)  0.031
O (-4.080, -4.047, 0.249)  -0.090
H (-1.222, 3.614, 5.196)  0.000
H (0.175, 3.898, 4.897)  0.010
O (-0.673, 4.360, 4.958)  -0.048
H (-4.410, -2.824, -2.437)  0.046
H (-5.704, -2.107, -2.477)  0.047
O (-4.775, -1.936, -2.294)  -0.052
H (-2.799, 1.920, -5.973)  0.036
H (-3.137, 2.966, -5.086)  0.045
O (-3.328, 2.014, -5.169)  -0.066
H (-2.880, 3.666, 4.136)  0.014
H (-4.027, 2.702, 4.807)  0.049
O (-3.227, 2.784, 4.287)  -0.045
H (0.267, 6.943, -0.106)  0.054
H (0.155, 5.607, 0.414)  0.012
O (0.288, 6.039, -0.458)  -0.066
H (2.534, -2.993, -2.736)  0.020
O (3.394, -2.585, -2.519)  -0.063
H (3.519, 3.809, -1.246)  -0.002
H (5.141, 3.802, -1.431)  0.033
O (4.287, 4.041, -1.800)  -0.073
H (4.987, 0.987, -2.919)  0.028
H (1.679, -0.017, -1.224)  0.001
H (-1.385, -3.668, -2.458)  0.044
H (3.626, -0.546, -4.683)  0.001
H (-0.031, 0.281, -4.764)  0.039
H (3.067, -2.070, -1.761)  -0.006
O (1.464, 2.284, 4.235)  -0.026
H (1.655, 1.563, 3.656)  -0.003
H (1.699, 2.274, 5.150)  0.057
O (2.463, -0.371, 3.573)  -0.061
H (3.217, -0.990, 3.624)  0.060
H (2.577, -0.204, 2.623)  0.020
O (-0.041, 1.224, 1.348)  -0.018
H (-0.960, 1.265, 1.622)  0.066
H (-0.074, 0.288, 1.192)  0.006
O (4.870, 1.110, 0.084)  -0.041
H (3.925, 1.275, 0.096)  0.013
H (5.203, 0.274, -0.246)  0.065
O (2.695, -1.943, 0.374)  -0.034
H (3.219, -1.382, 0.944)  0.035
H (1.939, -1.435, 0.080)  -0.004
O (-2.862, -1.875, 1.230)  -0.041
H (-2.521, -2.493, 0.565)  0.057
H (-3.393, -1.162, 0.854)  0.085
O (-1.307, 4.432, 1.223)  -0.045
H (-1.587, 4.094, 2.067)  0.027
H (-1.651, 5.315, 1.123)  0.039

Summary:
**E_tot**: -83197.631 eV
**LUMO energy**: -0.41 eV
**Energy above the lowest of the compared OMol25 structures with the same formula, charge and spin**: 188.7 kcal per mole
**HOMO-LUMO gap**: 0.3864 hartree
**HOMO energy**: -10.921 eV